[1]
108
Properties=species:S:1:pos:R:3:lowdin_charge:R:1 method="wB97M-V/def2-TZVPD" e_homo_ha=-0.384 e_lumo_ev=0.0 e_above_lowest_kcal_mol=0.0 smiles=CCCC#N.CCCC#N.CCCC#N.CCCC#N.CCCC#N.ClCCCl.ClCCCl.ClCCCl.ClCCCl.ClCCCl.ClCCCl energy_ev=-191860.9316
C 11.712 9.377 9.247 -0.11
C 10.246 8.976 9.450 -0.27
C 9.528 8.425 8.220 -0.19
C 9.565 9.414 7.132 -0.24
N 9.734 10.203 6.320 0.15
H 12.292 8.472 9.065 0.07
H 12.092 9.774 10.210 0.05
H 11.851 10.133 8.449 0.07
H 9.738 9.895 9.780 0.08
H 10.096 8.297 10.285 0.10
H 8.472 8.300 8.482 0.10
H 9.837 7.407 7.956 0.12
C 12.103 7.492 17.100 -0.08
C 11.784 8.937 16.668 -0.28
C 10.777 9.572 17.539 -0.22
C 10.577 10.977 17.243 -0.21
N 10.437 12.077 17.038 0.19
H 13.111 7.232 16.899 0.02
H 11.426 6.725 16.735 0.07
H 12.029 7.466 18.183 0.07
H 11.558 9.069 15.612 0.09
H 12.679 9.546 16.853 0.11
H 11.113 9.526 18.564 0.13
H 9.817 9.056 17.433 0.12
C 6.946 14.579 12.060 -0.14
C 6.713 13.195 11.572 -0.28
C 6.750 13.033 10.073 -0.20
C 6.816 11.610 9.704 -0.20
N 6.847 10.468 9.412 0.15
H 7.922 14.964 11.732 0.03
H 6.828 14.608 13.135 0.04
H 6.234 15.283 11.630 0.08
H 5.773 12.793 11.965 0.13
H 7.506 12.610 12.020 0.05
H 7.625 13.485 9.580 0.05
H 5.877 13.517 9.637 0.13
C 7.889 9.885 13.629 -0.10
C 8.657 9.075 14.636 -0.25
C 8.688 7.615 14.252 -0.20
C 7.420 6.925 14.186 -0.24
N 6.431 6.362 14.071 0.16
H 7.893 10.955 13.799 0.04
H 6.840 9.598 13.564 0.09
H 8.273 9.832 12.601 0.07
H 8.100 9.100 15.587 0.12
H 9.687 9.429 14.724 0.08
H 9.323 7.051 14.946 0.11
H 9.119 7.437 13.267 0.12
C 11.909 18.409 13.407 -0.09
C 10.592 17.898 12.764 -0.24
C 10.693 16.465 12.254 -0.22
C 11.755 16.450 11.239 -0.27
N 12.561 16.487 10.425 0.18
H 12.761 18.320 12.724 0.07
H 12.132 17.873 14.344 0.05
H 11.796 19.470 13.647 0.07
H 10.390 18.534 11.877 0.12
H 9.707 18.063 13.385 0.10
H 9.760 16.075 11.815 0.07
H 10.983 15.730 13.009 0.06
Cl 10.874 16.892 17.101 0.59
C 9.163 17.153 16.763 -0.67
C 8.578 15.973 15.967 -0.61
Cl 6.769 16.288 15.781 0.51
H 9.027 18.138 16.334 0.07
H 8.607 17.207 17.685 0.06
H 8.598 15.032 16.496 0.05
H 8.973 15.901 14.974 -0.01
Cl 9.541 13.470 7.563 0.53
C 10.399 15.064 7.553 -0.64
C 9.434 16.219 7.529 -0.66
Cl 8.570 16.324 9.054 0.60
H 10.893 15.090 6.585 0.07
H 11.183 15.136 8.298 0.04
H 8.770 16.152 6.686 0.07
H 10.107 17.060 7.488 0.07
Cl 13.687 10.771 13.297 0.59
C 15.364 10.240 13.319 -0.66
C 15.592 8.698 13.301 -0.59
Cl 14.883 8.015 14.817 0.55
H 15.818 10.711 14.188 0.06
H 15.793 10.702 12.435 0.06
H 16.657 8.475 13.274 0.07
H 15.238 8.241 12.377 0.08
Cl 10.674 13.250 10.757 0.62
C 10.413 11.900 11.936 -0.60
C 10.674 12.400 13.325 -0.67
Cl 9.425 13.496 13.954 0.67
H 11.051 11.050 11.707 0.04
H 9.390 11.525 11.821 0.04
H 11.641 12.901 13.457 0.01
H 10.661 11.526 13.993 0.05
Cl 14.202 16.050 17.648 0.56
C 14.116 14.322 17.316 -0.67
C 13.038 13.988 16.314 -0.66
Cl 13.262 14.749 14.710 0.56
H 14.020 13.719 18.220 0.08
H 15.081 13.917 17.048 0.07
H 12.051 14.280 16.630 0.01
H 13.095 12.931 16.138 0.05
Cl 14.398 12.002 8.888 0.55
C 14.262 13.593 9.684 -0.68
C 15.602 13.963 10.307 -0.60
Cl 16.817 14.403 8.995 0.49
H 13.487 13.502 10.434 0.02
H 13.957 14.348 8.978 0.05
H 16.011 13.235 10.990 0.05
H 15.542 14.895 10.858 0.06

=====

[2]
108
Properties=species:S:1:pos:R:3:lowdin_charge:R:1 method="wB97M-V/def2-TZVPD" e_homo_ha=-0.300 e_lumo_ev=0.0 e_above_lowest_kcal_mol=680.1 energy_ev=-191831.4390
C 38.995 6.558 3.093 -0.21
C 39.005 5.428 4.117 -0.33
C 37.910 4.375 3.864 -0.22
C 37.904 3.846 2.498 -0.22
N 37.920 3.456 1.411 0.16
H 39.232 7.586 3.369 -0.04
H 38.042 6.660 2.573 0.08
H 39.740 6.294 2.343 0.10
H 38.900 5.869 5.109 0.02
H 39.995 4.975 4.084 0.10
H 36.898 4.709 4.094 0.02
H 38.020 3.495 4.498 0.12
C 38.782 9.308 11.570 -0.19
C 39.485 8.198 10.737 -0.21
C 38.566 7.000 10.364 -0.22
C 37.816 7.283 9.149 -0.12
N 37.168 7.532 8.222 0.11
H 39.463 10.123 11.816 0.08
H 38.269 8.884 12.433 0.06
H 38.001 9.810 10.999 -0.12
H 40.333 7.894 11.350 0.10
H 39.971 8.660 9.878 0.05
H 37.747 6.760 11.041 -0.01
H 39.070 6.050 10.187 0.12
C 38.564 9.207 3.237 -0.27
C 39.683 10.150 2.874 -0.23
C 39.722 10.632 1.414 -0.13
C 38.435 11.052 0.804 -0.18
N 37.393 11.392 0.309 0.16
H 38.408 8.414 2.507 0.06
H 37.665 9.823 3.244 0.02
H 38.608 8.657 4.177 0.00
H 40.616 9.622 3.075 0.12
H 39.727 10.942 3.622 0.00
H 40.133 9.892 0.727 0.13
H 40.281 11.567 1.384 0.12
C 34.586 1.868 4.656 -0.08
C 35.453 3.123 4.970 -0.23
C 34.680 4.373 5.455 -0.34
C 33.655 4.783 4.458 -0.28
N 32.853 5.092 3.684 0.20
H 33.759 1.793 5.361 0.07
H 35.061 0.888 4.713 0.07
H 34.142 1.928 3.662 0.07
H 36.201 3.255 4.188 0.04
H 36.158 2.896 5.770 0.11
H 35.315 5.252 5.563 -0.09
H 34.157 4.244 6.403 0.06
C 35.961 8.560 0.915 -0.08
C 36.020 8.438 2.416 -0.33
C 35.065 9.398 3.116 -0.23
C 35.412 10.812 2.927 -0.24
N 35.720 11.911 2.773 0.16
H 34.948 8.464 0.524 0.08
H 36.564 7.762 0.483 0.08
H 36.250 9.534 0.519 0.03
H 37.049 8.635 2.715 0.01
H 35.722 7.425 2.687 0.04
H 35.007 9.211 4.188 -0.03
H 34.073 9.282 2.680 0.12
Cl 39.656 12.404 5.180 0.77
C 38.053 12.619 4.351 -0.45
C 36.833 11.983 5.048 -0.46
Cl 36.817 10.252 4.965 0.71
H 38.141 12.215 3.343 0.05
H 37.852 13.687 4.268 0.09
H 35.922 12.359 4.583 0.06
H 36.861 12.278 6.097 0.08
Cl 35.747 6.614 4.628 0.92
C 36.859 7.765 5.409 -0.59
C 36.248 8.358 6.639 -0.71
Cl 34.694 9.224 6.247 0.72
H 37.068 8.615 4.759 -0.09
H 37.843 7.321 5.560 0.05
H 36.792 9.143 7.165 -0.06
H 35.945 7.599 7.361 0.01
Cl 40.422 11.018 8.756 0.67
C 38.888 11.545 7.994 -0.64
C 37.664 10.625 8.204 -0.68
Cl 37.107 10.683 9.827 0.87
H 39.067 11.459 6.922 -0.11
H 38.771 12.601 8.234 0.09
H 37.938 9.595 7.977 -0.03
H 36.857 10.884 7.518 0.04
Cl 38.416 9.584 6.198 0.75
C 40.130 9.899 5.830 -0.57
C 41.066 8.666 6.053 -0.48
Cl 40.545 7.232 5.097 0.81
H 40.439 10.802 6.357 -0.04
H 40.084 10.227 4.791 -0.03
H 41.213 8.380 7.095 0.06
H 42.043 8.985 5.689 0.08
Cl 36.175 7.801 11.298 0.79
C 35.459 9.313 10.758 -0.69
C 34.963 9.257 9.305 -0.70
Cl 34.220 10.777 8.864 0.62
H 36.202 10.093 10.922 -0.13
H 34.672 9.631 11.442 0.08
H 34.087 8.613 9.223 0.07
H 35.702 9.033 8.536 -0.02
Cl 33.511 6.305 6.802 0.76
C 32.475 6.865 5.514 -0.63
C 32.622 8.372 5.425 -0.79
Cl 31.446 9.005 4.233 0.57
H 31.411 6.682 5.666 0.08
H 32.734 6.239 4.660 -0.06
H 33.624 8.571 5.045 -0.11
H 32.468 8.928 6.349 0.04

=====

[3]
117
Properties=species:S:1:pos:R:3:lowdin_charge:R:1 method="wB97M-V/def2-TZVPD" e_homo_ha=-0.340 e_lumo_ev=-0.3 energy_ev=-143277.4048
Na 3.112 0.000 0.930 0.51
P -0.090 0.366 -0.051 0.23
F 1.062 0.975 -0.988 -0.13
F -1.213 1.471 -0.217 -0.11
F -0.555 -0.586 -1.286 -0.16
F -1.177 -0.503 0.843 -0.18
F 0.958 -0.885 0.362 -0.21
F 0.509 1.199 1.207 -0.15
C -2.056 4.246 4.941 -0.09
C -1.603 2.770 4.879 -0.23
C -0.406 2.472 3.969 -0.19
C 0.639 3.478 4.118 -0.25
N 1.495 4.222 4.245 0.14
H -1.934 4.627 5.948 0.07
H -3.095 4.295 4.606 0.05
H -1.617 4.878 4.165 0.07
H -2.442 2.173 4.520 0.10
H -1.404 2.426 5.894 0.11
H -0.750 2.248 2.962 0.10
H 0.129 1.578 4.309 0.12
C -5.601 -0.154 0.565 -0.10
C -4.234 -0.355 -0.079 -0.26
C -4.285 -0.943 -1.496 -0.16
C -5.026 -0.080 -2.432 -0.22
N -5.621 0.622 -3.122 0.15
H -5.470 0.402 1.494 0.07
H -6.020 -1.124 0.844 0.08
H -6.268 0.357 -0.129 0.07
H -3.564 -0.973 0.518 0.09
H -3.780 0.639 -0.071 0.08
H -4.626 -1.979 -1.510 0.12
H -3.252 -1.047 -1.840 0.11
C -1.449 -3.208 2.318 -0.23
C -0.034 -2.781 2.714 -0.23
C 0.175 -3.181 4.176 -0.20
S -1.457 -2.889 4.972 0.69
O -1.605 -1.617 5.633 -0.33
O -1.780 -4.154 5.602 -0.34
C -2.402 -2.757 3.439 -0.21
H -1.549 -4.291 2.153 0.12
H -1.758 -2.945 1.304 0.09
H 0.033 -1.695 2.673 0.10
H 0.660 -3.265 2.029 0.10
H 1.048 -2.775 4.683 0.10
H 0.261 -4.254 4.356 0.09
H -2.647 -1.711 3.256 0.10
H -3.321 -3.337 3.433 0.11
C -6.281 4.511 -0.626 -0.21
C -5.230 3.389 -0.947 -0.18
C -4.290 3.211 0.279 -0.21
S -4.760 4.489 1.471 0.67
O -4.057 5.725 1.269 -0.31
O -4.805 3.833 2.767 -0.34
C -6.425 4.699 0.877 -0.23
H -7.184 4.423 -1.229 0.11
H -5.876 5.428 -1.068 0.11
H -4.650 3.523 -1.854 0.11
H -5.791 2.459 -1.030 0.07
H -3.224 3.249 0.072 0.10
H -4.548 2.278 0.772 0.06
H -6.650 5.743 1.085 0.11
H -7.065 3.973 1.369 0.11
C 2.058 -0.528 -5.575 -0.19
C 3.571 -0.369 -5.895 -0.20
C 4.373 -0.491 -4.611 -0.20
S 3.397 -1.475 -3.430 0.68
O 2.971 -0.604 -2.358 -0.33
O 4.021 -2.751 -3.213 -0.32
C 1.944 -1.616 -4.519 -0.23
H 1.319 -0.678 -6.355 0.12
H 1.819 0.413 -5.065 0.12
H 3.627 0.638 -6.314 0.11
H 3.959 -1.009 -6.687 0.11
H 4.837 0.377 -4.142 0.10
H 5.249 -1.144 -4.697 0.10
H 1.006 -1.632 -3.973 0.09
H 2.088 -2.544 -5.084 0.11
C 1.618 -5.013 -2.683 -0.19
C 1.050 -3.994 -1.676 -0.19
C -0.498 -4.045 -1.711 -0.21
S -0.869 -4.593 -3.400 0.67
O -0.510 -3.451 -4.224 -0.32
O -2.118 -5.302 -3.545 -0.32
C 0.471 -5.759 -3.392 -0.22
H 2.229 -5.771 -2.190 0.11
H 2.333 -4.620 -3.405 0.09
H 1.328 -2.962 -1.881 0.08
H 1.385 -4.235 -0.669 0.11
H -1.011 -3.111 -1.492 0.09
H -0.902 -4.814 -1.049 0.10
H 0.370 -6.202 -4.384 0.11
H 0.097 -6.483 -2.663 0.10
C 3.278 4.217 0.193 -0.21
C 4.574 4.912 0.632 -0.20
C 5.703 3.897 0.415 -0.20
S 5.088 2.720 -0.853 0.71
O 4.694 1.485 -0.176 -0.35
O 5.934 2.652 -2.029 -0.32
C 3.628 3.679 -1.185 -0.22
H 2.405 4.867 0.143 0.13
H 3.001 3.440 0.905 0.11
H 4.495 5.179 1.686 0.12
H 4.757 5.809 0.044 0.12
H 6.064 3.267 1.229 0.10
H 6.627 4.369 0.079 0.10
H 2.914 3.008 -1.665 0.11
H 4.023 4.408 -1.894 0.11
N 4.900 -2.382 -0.188 0.04
C 3.646 -2.469 0.315 -0.19
C 3.741 -2.763 1.653 -0.11
C 5.101 -2.994 1.951 -0.08
C 5.800 -2.731 0.775 -0.10
H 5.167 -2.248 -1.149 0.13
H 2.811 -2.382 -0.361 0.08
H 2.924 -2.996 2.318 0.09
H 5.513 -3.306 2.895 0.09
H 6.844 -2.758 0.509 0.11

=====

[4]
100
Properties=species:S:1:pos:R:3:lowdin_charge:R:1 method="wB97M-V/def2-TZVPD" e_homo_ha=-0.297 e_lumo_ev=-3.0 total_charge=+1 e_above_lowest_kcal_mol=0.0 energy_ev=-75730.0739
C 3.000 0.834 0.080 -0.38
C 1.876 1.647 -1.825 -0.38
C 4.189 1.467 -0.297 -0.08
C 3.030 2.412 -2.172 -0.04
C 4.185 2.297 -1.424 -0.08
H 5.070 1.323 0.316 0.10
H 2.966 3.032 -3.069 0.11
H 5.083 2.844 -1.702 0.11
N 1.898 0.920 -0.658 -0.01
P 1.327 0.133 2.252 1.08
P -0.603 0.478 -2.487 1.00
C 2.934 -0.036 1.344 -0.27
H 3.014 -1.084 1.020 0.07
H 3.800 0.158 1.995 0.08
C -2.394 0.088 0.753 -0.78
O -3.315 -0.502 0.244 -0.06
C 0.754 1.569 -2.685 -0.32
H 0.823 2.204 -3.570 0.06
C -0.218 -0.955 -3.690 -0.67
C -2.161 1.444 -2.985 -0.68
C 1.167 -1.451 3.320 -0.67
C 1.593 1.740 3.235 -0.68
C -1.046 -2.188 -3.291 -0.10
H -2.126 -2.003 -3.341 0.07
H -0.811 -3.011 -3.986 0.09
H -0.794 -2.519 -2.277 0.04
C -0.497 -0.550 -5.145 -0.10
H -1.565 -0.407 -5.351 0.07
H 0.057 0.358 -5.423 0.08
H -0.147 -1.357 -5.809 0.09
C 1.278 -1.295 -3.579 -0.10
H 1.504 -2.168 -4.213 0.08
H 1.908 -0.461 -3.914 0.08
H 1.554 -1.548 -2.552 0.04
C -3.345 0.471 -3.141 -0.09
H -3.511 -0.110 -2.223 0.06
H -4.255 1.063 -3.330 0.09
H -3.228 -0.219 -3.985 0.07
C -2.503 2.440 -1.861 -0.11
H -2.647 1.930 -0.899 0.03
H -1.717 3.197 -1.743 0.08
H -3.442 2.954 -2.122 0.09
C -1.945 2.257 -4.267 -0.09
H -1.676 1.645 -5.133 0.06
H -2.888 2.773 -4.506 0.09
H -1.169 3.017 -4.120 0.08
C 0.369 2.037 4.118 -0.12
H 0.605 2.904 4.758 0.10
H -0.513 2.290 3.513 0.00
H 0.101 1.202 4.774 0.06
C 1.746 2.918 2.254 -0.09
H 2.667 2.857 1.661 0.08
H 0.894 2.995 1.563 0.07
H 1.787 3.857 2.832 0.09
C 2.849 1.659 4.121 -0.08
H 3.052 2.668 4.518 0.10
H 2.695 0.998 4.983 0.06
H 3.742 1.333 3.574 0.07
C 2.145 -2.528 2.830 -0.11
H 3.192 -2.207 2.917 0.09
H 2.029 -3.425 3.459 0.10
H 1.941 -2.820 1.791 0.03
C -0.267 -1.978 3.137 -0.12
H -0.477 -2.230 2.089 0.05
H -0.387 -2.895 3.733 0.09
H -1.019 -1.253 3.473 0.06
C 1.417 -1.218 4.815 -0.09
H 2.455 -0.928 5.018 0.08
H 0.730 -0.485 5.255 0.07
H 1.242 -2.174 5.336 0.09
Hg -0.274 0.113 0.055 0.83
N 0.826 -2.208 -0.355 0.17
C 1.221 -3.222 -0.793 -0.10
C 1.619 -4.670 -1.032 -0.58
C 2.351 -4.785 -2.370 -0.04
C 2.535 -5.128 0.105 -0.05
C 0.365 -5.549 -1.029 -0.04
H 1.720 -4.434 -3.200 0.08
H 3.280 -4.198 -2.351 0.10
H 2.608 -5.837 -2.550 0.10
H 1.994 -5.091 1.060 0.08
H 2.857 -6.166 -0.052 0.10
H 3.430 -4.495 0.161 0.10
H 0.632 -6.593 -1.239 0.10
H -0.108 -5.522 -0.038 0.09
H -0.357 -5.221 -1.789 0.09
C -4.025 4.744 1.326 -0.04
N -3.205 3.635 1.811 0.01
C -3.614 2.368 1.875 -0.58
S -2.428 1.081 2.237 0.92
N -4.909 2.008 1.751 -0.01
C -5.957 2.621 2.595 -0.03
H -4.567 5.208 2.158 0.09
H -4.735 4.397 0.566 0.10
H -3.359 5.487 0.880 0.10
H -2.196 3.764 1.910 0.14
H -5.036 1.003 1.598 0.13
H -6.842 2.794 1.974 0.10
H -6.220 1.922 3.401 0.10
H -5.604 3.563 3.026 0.08